No. 1
A molecular structure, C7H7Cl2NO. Source: the OMol25 dataset; level of theory: ωB97M-V with the def2-TZVPD basis set.

Each line ends with the Löwdin charge.
Positions of all 18 atoms, in Å:
Cl 1.0692 2.4364 -2.4305  0.62
Cl -1.6214 1.8050 -1.4193  0.71
O 0.7658 1.1039 0.0791  -0.15
N 0.1111 3.4802 -0.2153  0.02
C -0.0158 2.3119 -1.0174  -1.14
C -1.0599 -1.7855 1.3073  -0.08
C 1.0232 -1.1679 -0.5487  0.00
C -0.7230 -0.4549 1.0991  -0.02
C 0.3425 -0.1566 0.1830  -0.38
C -0.3144 -2.7763 0.6462  -0.11
C 0.6159 -2.4863 -0.3179  -0.11
H -0.6835 -3.7679 0.5395  0.09
H -1.1906 0.3981 1.5864  0.11
H 0.9903 3.9170 -0.0654  0.08
H 1.4188 -3.2048 -0.5095  0.11
H -0.5739 3.4076 0.4952  0.07
H -1.8721 -2.0863 1.8941  0.08
H 1.7178 -0.9736 -1.3059  0.09

energy above the lowest of the compared OMol25 structures with the same formula, charge and spin: 196.71 kJ/mol
net charge: 0
HOMO energy: -8.33 eV

***

No. 2
2 unconnected molecules or ions with the total composition C7H7ClN2. Source: the OMol25 dataset; level of theory: ωB97M-V with the def2-TZVPD basis set.

Each line ends with the Löwdin charge.
Positions of all 17 atoms, in Å:
Cl -0.4279 1.3118 -3.1078  0.22
N -1.6865 0.3709 -1.8470  -0.55
N -1.8518 -0.7229 -1.7869  0.19
C 1.6316 -1.7304 1.3143  -0.14
C 0.3738 -0.5049 -0.0138  -0.05
C 1.6658 0.7515 1.4054  -0.09
C 2.0639 -0.5710 1.9089  -0.10
C -2.5003 1.4358 -1.2610  -0.09
C 0.7512 0.6225 0.4191  -0.02
C 0.7034 -1.7678 0.3035  -0.10
H -2.8506 2.0583 -2.1200  0.09
H 2.1248 -2.7280 1.6559  0.14
H -1.7368 1.8779 -0.5992  0.08
H 2.1935 1.6751 1.8609  0.12
H 2.5991 -0.6375 2.9243  0.13
H -3.4134 1.1712 -0.7939  0.07
H 0.3602 -2.6125 -0.2627  0.10

energy above the lowest of the compared OMol25 structures with the same formula, charge and spin: 693.04 kJ/mol
net charge: 0
HOMO energy: -9.41 eV

***

No. 3
A gas-phase ion, C7H7ClNO5S (charge -1). Source: the OMol25 dataset; level of theory: ωB97M-V with the def2-TZVPD basis set.

Each line ends with the Löwdin charge.
Positions of all 22 atoms, in Å:
Cl -1.8580 -2.2163 0.7470  0.80
S -1.7670 1.1135 0.0739  0.44
O -1.6962 1.0855 -1.3868  -0.33
O 2.4979 -0.8628 0.6289  0.08
O 2.5750 1.1906 1.2882  0.06
O -3.0023 0.4999 0.5847  -0.37
O -1.2910 2.3344 0.6640  -0.33
N 2.0697 0.2685 0.6775  -0.39
C 1.1355 0.2598 -1.5853  -0.08
C 0.8614 0.6427 -0.1935  -0.13
C -0.4700 -1.5702 -1.4624  -0.08
C 0.5597 -0.7835 -2.1197  -0.11
C -0.7531 -1.3559 -0.1346  -0.67
C -0.2495 -0.0039 1.9506  -0.13
C -0.4569 -0.0625 0.5355  -0.51
H 0.7338 -0.9414 -3.2020  0.11
H -1.1753 -0.2418 2.4568  0.08
H -0.0118 1.0213 2.2001  0.09
H 0.6722 1.6674 0.0754  0.12
H 1.8777 0.7886 -2.1938  0.12
H -0.8666 -2.3608 -2.0897  0.10
H 0.6148 -0.4731 2.4854  0.11

energy above the lowest of the compared OMol25 structures with the same formula, charge and spin: 97.07 kJ/mol
net charge: -1
HOMO energy: -5.01 eV
SMILES: C[C@]1(S(=O)(=O)[O-])C(Cl)=CC=C[C@@H]1[N+](=O)[O-]